Entry from the OMol25 dataset: a cluster of 2 separate species, C5H13NO in total in a non-equilibrium geometry (the ωB97M-V functional and the def2-TZVPD basis).

- Relative energy (zero: lowest compared OMol25 entry of this formula, charge and spin): 122.9 kJ/mol
- E: -8932.7372 eV
- HOMO: -8.96 eV
- Max |F|: 1.13 eV Å⁻¹
- SMILES string: CC/C(C)=C/N.O

ORCA input file:
```
! RIJCOSX wB97M-V def2-TZVPD def2/J DEFGRID3
* xyz 0 1
O -3.711 -2.298 -0.412
N -0.859 0.334 2.076
C 1.566 -1.307 -1.139
C 1.446 0.208 -0.970
C 0.507 0.720 0.083
C 0.303 2.211 0.094
C 0.036 -0.051 1.046
H 2.350 -1.576 -1.838
H 1.791 -1.787 -0.186
H -0.038 2.604 -0.863
H 1.231 2.743 0.327
H 0.606 -1.703 -1.486
H 1.112 0.610 -1.940
H -3.427 -1.496 0.037
H -0.432 2.508 0.832
H -1.684 0.851 1.807
H 2.430 0.669 -0.864
H 0.202 -1.123 0.973
H -2.939 -2.868 -0.497
H -0.492 0.750 2.918
*
```

Entry from the OMol25 dataset: an isolated molecule of C5H13NO in a non-equilibrium geometry (the ωB97M-V functional and the def2-TZVPD basis).

- Relative energy (zero: lowest compared OMol25 entry of this formula, charge and spin): 216.9 kJ/mol
- E: -8931.7626 eV
- HOMO: -8.71 eV
- Max |F|: 3.47 eV Å⁻¹
- SMILES string: CCN(C)CCO

ORCA input file:
```
! RIJCOSX wB97M-V def2-TZVPD def2/J DEFGRID3
* xyz 0 1
O 2.213 2.743 -0.256
N -0.561 0.094 -0.194
C -0.108 -0.942 0.742
C 1.262 1.766 0.366
C -1.297 -0.484 -1.384
C -1.133 -1.945 1.097
C 0.544 0.895 -0.661
H -0.562 -2.698 1.682
H -2.350 -0.511 -1.014
H -1.114 0.264 -2.170
H -1.118 -1.505 -1.795
H 1.790 1.158 1.096
H -1.875 -1.549 1.759
H 1.339 0.234 -1.258
H -1.614 -2.476 0.163
H 0.419 2.361 0.779
H 0.853 -1.459 0.365
H 2.908 2.910 0.400
H 0.157 1.638 -1.430
H 0.248 -0.492 1.711
*
```

Entry from the OMol25 dataset: a cluster of 2 separate species, C5H13NO in total in a non-equilibrium geometry (the ωB97M-V functional and the def2-TZVPD basis).

- Relative energy (zero: lowest compared OMol25 entry of this formula, charge and spin): 195.2 kJ/mol
- E: -8931.9880 eV
- HOMO: -9.87 eV
- Max |F|: 7.35 eV Å⁻¹
- SMILES string: CC(N)=O.CCC

ORCA input file:
```
! RIJCOSX wB97M-V def2-TZVPD def2/J DEFGRID3
* xyz 0 1
O 0.234 -0.969 2.607
N 1.418 -1.273 0.674
C -0.177 1.647 -0.297
C -0.950 -1.795 0.521
C 0.023 1.976 -2.710
C 0.170 -1.386 1.488
C -0.703 1.327 -1.550
H -0.572 -1.992 -0.546
H 2.207 -0.787 1.116
H -0.559 2.088 -3.611
H 0.330 2.663 -0.461
H 0.959 1.328 -2.983
H -0.979 1.880 0.548
H -1.570 -2.512 1.107
H 0.353 2.992 -2.536
H 0.359 0.913 0.345
H -1.837 1.490 -1.626
H -0.687 0.267 -1.715
H 1.584 -1.477 -0.302
H -1.566 -0.802 0.369
*
```

Entry from the OMol25 dataset: a cluster of 2 separate species, C5H13NO in total in a non-equilibrium geometry (the ωB97M-V functional and the def2-TZVPD basis).

- Relative energy (zero: lowest compared OMol25 entry of this formula, charge and spin): 129.0 kJ/mol
- E: -8932.6738 eV
- HOMO: -8.28 eV
- Max |F|: 1.85 eV Å⁻¹
- SMILES string: CC/C(C)=C/N.O

ORCA input file:
```
! RIJCOSX wB97M-V def2-TZVPD def2/J DEFGRID3
* xyz 0 1
O -0.297 -2.844 -0.679
N -2.162 -0.303 0.161
C 2.340 -0.226 0.143
C -0.009 0.932 0.150
C -0.469 2.124 -0.688
C -0.836 -0.059 0.497
C 1.427 0.901 0.666
H -0.612 -1.952 -0.888
H -0.893 2.883 -0.021
H 1.433 0.826 1.764
H -2.572 0.339 -0.500
H 1.926 1.839 0.405
H 2.372 -0.155 -0.942
H 1.795 -1.171 0.276
H 0.333 2.418 -1.363
H 0.483 -2.690 -0.173
H -1.334 1.751 -1.246
H -0.428 -0.880 1.093
H 3.300 -0.303 0.645
H -2.817 -0.389 0.924
*
```

Entry from the OMol25 dataset: an isolated molecule of C5H13NO in a non-equilibrium geometry (the ωB97M-V functional and the def2-TZVPD basis).

- Relative energy (zero: lowest compared OMol25 entry of this formula, charge and spin): 96.5 kJ/mol
- E: -8933.0106 eV
- HOMO: -9.33 eV
- Max |F|: 1.24 eV Å⁻¹
- SMILES string: C[C@H](N)CCCO

ORCA input file:
```
! RIJCOSX wB97M-V def2-TZVPD def2/J DEFGRID3
* xyz 0 1
O -2.222 -0.913 1.255
N 2.022 0.151 1.306
C -1.038 -0.576 -0.873
C 0.895 0.499 0.407
C 0.346 -0.758 -0.272
C -2.130 -0.091 0.090
C 1.442 1.482 -0.639
H 0.444 -1.584 0.436
H 2.343 1.930 -0.230
H -1.975 0.912 0.455
H -1.412 -1.509 -1.299
H 1.627 -0.309 2.125
H -3.043 -0.165 -0.483
H 1.011 -1.011 -1.102
H 0.093 0.904 1.023
H -2.526 -1.788 0.996
H 1.753 0.946 -1.534
H 0.776 2.302 -0.878
H -0.934 0.191 -1.639
H 2.527 -0.613 0.856
*
```

Entry from the OMol25 dataset: an isolated molecule of C5H13NO in a non-equilibrium geometry (the ωB97M-V functional and the def2-TZVPD basis).

- Relative energy (zero: lowest compared OMol25 entry of this formula, charge and spin): 92.9 kJ/mol
- E: -8933.0477 eV
- HOMO: -8.75 eV
- Max |F|: 1.57 eV Å⁻¹
- SMILES string: CC[C@@H](C)NCO

ORCA input file:
```
! RIJCOSX wB97M-V def2-TZVPD def2/J DEFGRID3
* xyz 0 1
O -2.335 1.666 0.919
N -0.973 -0.271 0.934
C -0.658 -0.521 -1.493
C 2.416 -0.390 -0.835
C -0.083 -0.036 -0.200
C -1.491 0.833 1.688
C 1.286 -0.695 0.118
H -0.077 -0.196 -2.363
H 1.036 -1.763 0.157
H 0.063 1.051 -0.176
H -0.644 -1.610 -1.549
H 1.525 -0.367 1.127
H 2.264 -0.633 -1.886
H -2.055 0.369 2.500
H -1.668 -0.189 -1.730
H -0.608 1.380 2.028
H -1.608 -1.040 0.844
H 3.362 -0.842 -0.546
H 2.546 0.700 -0.821
H -2.298 2.556 1.283
*
```

Entry from the OMol25 dataset: a cluster of 2 separate species, C5H13NO in total in a non-equilibrium geometry (the ωB97M-V functional and the def2-TZVPD basis).

- Relative energy (zero: lowest compared OMol25 entry of this formula, charge and spin): 191.4 kJ/mol
- E: -8932.0274 eV
- HOMO: -8.86 eV
- Max |F|: 1.99 eV Å⁻¹
- SMILES string: C=CCCCN.O

ORCA input file:
```
! RIJCOSX wB97M-V def2-TZVPD def2/J DEFGRID3
* xyz 0 1
O -2.937 -1.984 -1.467
N -0.429 0.297 -1.288
C 1.358 -0.863 -0.016
C 0.509 2.345 1.794
C 1.487 0.125 1.152
C -0.108 -0.886 -0.510
C 1.097 1.564 0.902
H -2.109 -1.501 -1.356
H 0.180 3.321 1.458
H 0.487 2.102 2.849
H -0.175 -1.768 -1.157
H -0.729 -1.031 0.374
H -3.457 -1.570 -0.775
H 1.826 -1.753 0.367
H 1.567 1.891 -0.020
H 2.505 0.162 1.482
H -0.488 0.132 -2.281
H 0.963 -0.249 2.020
H -1.287 0.718 -0.962
H 1.894 -0.517 -0.903
*
```

Entry from the OMol25 dataset: a cluster of 2 separate species, C5H13NO in total in a non-equilibrium geometry (the ωB97M-V functional and the def2-TZVPD basis).

- Relative energy (zero: lowest compared OMol25 entry of this formula, charge and spin): 342.2 kJ/mol
- E: -8922.2043 eV
- HOMO (spin up / spin down): -14.88 / -14.88 eV
- Max |F|: 6.08 eV Å⁻¹

ORCA input file:
```
! RIJCOSX wB97M-V def2-TZVPD def2/J DEFGRID3
* xyz 1 2
O 1.882 -0.648 -1.749
N 1.994 -1.884 1.109
C -0.703 0.972 0.517
C -1.827 0.792 -0.547
C 0.250 -0.153 0.330
C -3.043 1.710 -0.503
C 1.140 -0.651 1.178
H -1.103 0.895 -1.401
H -3.753 1.141 0.101
H -0.002 -0.780 -0.554
H 1.523 -0.242 2.087
H -2.168 -0.166 -0.259
H -3.450 2.131 -1.439
H -2.787 2.534 0.131
H 2.767 -1.855 0.401
H 2.553 -0.485 -0.940
H 1.787 -1.589 -1.728
H -1.115 1.056 1.458
H -0.324 1.978 0.403
H 2.153 -2.270 2.129
*
```

Entry from the OMol25 dataset: a cluster of 3 separate species, C5H13NO2 in total in a non-equilibrium geometry (the ωB97M-V functional and the def2-TZVPD basis).

- Relative energy (zero: lowest compared OMol25 entry of this formula, charge and spin): 207.3 kJ/mol
- E: -10978.7858 eV
- HOMO (spin up / spin down): 0.57 / -2.19 eV
- Max |F|: 1.28 eV Å⁻¹

ORCA input file:
```
! RIJCOSX wB97M-V def2-TZVPD def2/J DEFGRID3
* xyz -1 2
O 2.963 -1.169 0.206
O 2.160 -2.818 2.394
N 0.495 -1.879 -1.935
C -1.637 2.293 -0.281
C -1.285 0.957 -0.084
C -2.273 3.034 0.887
C -0.755 0.071 -1.055
C -0.027 -1.081 -0.847
H 0.094 -1.816 -2.854
H -1.709 2.923 1.828
H 3.103 -2.773 2.621
H -1.510 2.880 -1.194
H 0.252 -1.512 0.103
H 0.890 -2.790 -1.789
H -0.899 0.342 -2.108
H -3.319 2.706 1.045
H 2.388 -1.356 -0.556
H -1.486 0.469 0.861
H 2.738 -0.269 0.467
H -2.332 4.123 0.742
H 2.149 -2.335 1.550
*
```

Entry from the OMol25 dataset: an isolated molecule of C5H13NO2 in a non-equilibrium geometry (the ωB97M-V functional and the def2-TZVPD basis).

- Relative energy (zero: lowest compared OMol25 entry of this formula, charge and spin): 341.6 kJ/mol
- E: -10978.3385 eV
- HOMO: -9.26 eV
- Max |F|: 3.85 eV Å⁻¹
- SMILES string: C[C@H](NO)C(C)(C)O

ORCA input file:
```
! RIJCOSX wB97M-V def2-TZVPD def2/J DEFGRID3
* xyz 0 1
O 1.648 2.059 -0.521
O -1.691 0.139 0.604
N 1.152 1.491 0.707
C -0.657 -0.210 -0.298
C -0.742 -1.709 -0.568
C 0.820 0.101 0.514
C 0.829 -0.576 1.875
C -0.752 0.559 -1.616
H -2.466 0.488 0.153
H 0.727 -1.653 1.787
H 0.031 0.242 -2.300
H 0.134 -2.051 -1.115
H 2.365 2.645 -0.248
H -0.815 -2.269 0.361
H -1.629 -1.936 -1.163
H -0.637 1.631 -1.451
H 1.573 -0.343 -0.145
H 1.765 -0.349 2.381
H 0.043 1.546 0.637
H -1.722 0.384 -2.087
H 0.022 -0.188 2.492
*
```

Entry from the OMol25 dataset: a cluster of 2 separate species, C5H13NO2 in total in a non-equilibrium geometry (the ωB97M-V functional and the def2-TZVPD basis).

- Relative energy (zero: lowest compared OMol25 entry of this formula, charge and spin): 190.8 kJ/mol
- E: -10979.9018 eV
- HOMO: -9.09 eV
- Max |F|: 1.78 eV Å⁻¹
- SMILES string: CNCCCC=O.O

ORCA input file:
```
! RIJCOSX wB97M-V def2-TZVPD def2/J DEFGRID3
* xyz 0 1
O -0.730 0.596 2.680
O 6.710 -0.343 -0.380
N -2.040 0.820 -0.900
C -0.789 -1.300 -0.493
C -0.949 -1.057 1.010
C -1.143 1.644 -1.709
C -1.960 -0.603 -1.217
C -0.587 0.339 1.516
H -1.930 -1.354 1.381
H -0.150 -1.624 1.499
H -0.279 1.088 0.766
H 6.308 0.205 0.318
H -0.632 2.369 -1.071
H 0.158 -0.924 -0.874
H -0.338 1.059 -2.162
H -0.923 -2.346 -0.744
H -2.968 1.211 -0.995
H -1.684 2.170 -2.490
H 6.094 -1.086 -0.382
H -1.924 -0.712 -2.307
H -2.857 -1.092 -0.842
*
```